Run P
Entry from the Open Molecules 2025 dataset: 2 unconnected molecules or ions with the total composition C3H10NOS (ωB97M-V with the def2-TZVPD basis set).

XYZ file:
```
16
Properties=species:S:1:pos:R:3
C 1.80 -0.72 2.01
C 1.41 -0.03 0.62
S 2.10 -1.10 -0.77
H 1.79 -1.71 1.94
H 2.88 -0.44 2.33
H 1.14 -0.35 2.81
H 1.68 0.99 0.35
H 0.40 -0.10 0.41
H 3.31 -0.95 -0.25
N -3.50 1.40 -1.07
C -2.51 0.39 -0.31
O -1.56 1.25 0.30
H -3.85 0.90 -2.01
H -2.90 2.20 -1.43
H -2.06 -0.40 -1.03
H -3.12 -0.22 0.39
```

As for the total charge: -1. As for the LUMO energy: 3.21 eV. The HOMO energy comes out at -2.7 eV.



Run Q
Entry from the Open Molecules 2025 dataset: 2 unconnected molecules or ions with the total composition C3H10NOS (ωB97M-V with the def2-TZVPD basis set).

XYZ file:
```
16
Properties=species:S:1:pos:R:3
C -1.98 -1.22 1.34
C -0.58 -1.29 0.68
S -0.65 -1.81 -1.10
H -2.48 -2.05 1.86
H -2.70 -0.69 0.72
H -1.82 -0.56 2.21
H -0.10 -0.33 0.90
H -0.06 -2.08 1.23
H -0.20 -0.60 -1.46
N 2.36 2.65 -0.13
C 1.24 1.69 -0.29
O 0.29 1.79 0.67
H 2.20 3.43 -0.75
H 2.36 2.88 0.86
H 0.75 1.90 -1.28
H 1.66 0.66 -0.37
```

As for the total charge: -1. As for the LUMO energy: 3.40 eV. The HOMO energy comes out at -2.6 eV.



Run R
Entry from the Open Molecules 2025 dataset: 2 unconnected molecules or ions with the total composition C3H10NOS (ωB97M-V with the def2-TZVPD basis set).

XYZ file:
```
16
Properties=species:S:1:pos:R:3
C -2.04 -1.07 0.72
S -2.79 0.13 -0.45
C -1.37 1.32 -0.63
H -2.85 -1.56 1.27
H -1.39 -0.52 1.39
H -1.47 -1.81 0.17
H -1.62 1.83 -1.56
H -1.42 2.03 0.19
H -0.41 0.80 -0.71
N 3.09 -0.38 -0.50
C 1.87 0.11 0.35
O 0.82 -0.68 0.21
H 2.81 -1.36 -0.46
H 2.79 -0.10 -1.42
H 2.32 0.11 1.36
H 1.66 1.16 0.06
```

As for the total charge: -1. As for the LUMO energy: 3.44 eV. The HOMO energy comes out at -3.1 eV.



Run S
Entry from the Open Molecules 2025 dataset: 2 unconnected molecules or ions with the total composition C3H10NOS (ωB97M-V with the def2-TZVPD basis set).

XYZ file:
```
16
Properties=species:S:1:pos:R:3
C 0.57 0.64 1.53
C 0.82 -0.59 2.30
S 0.91 -0.50 4.30
H -0.38 1.03 1.78
H 1.31 1.34 1.75
H 0.57 0.34 0.44
H 1.84 -1.00 2.04
H 0.05 -1.31 2.04
H 0.14 0.59 4.52
N -1.53 -0.49 -3.41
C -0.50 0.31 -2.61
O -0.01 -0.16 -1.44
H -1.77 -1.38 -3.00
H -1.34 -0.88 -4.35
H -0.93 1.35 -2.46
H 0.24 0.72 -3.44
```

As for the total charge: -1. As for the LUMO energy: 3.01 eV. The HOMO energy comes out at -2.6 eV.



Most stable structure, least stable structure: run R, run P.



Run P
Entry from the Open Molecules 2025 dataset: 2 unconnected molecules or ions with the total composition C3H10NOS (ωB97M-V with the def2-TZVPD basis set).

XYZ file:
```
16
Properties=species:S:1:pos:R:3
C 0.55 3.12 -0.20
S 1.33 2.28 1.18
C 1.08 0.56 0.74
H -0.16 2.50 -0.75
H 0.24 4.07 0.21
H 1.37 3.42 -0.86
H 1.29 -0.08 1.58
H 1.66 0.23 -0.11
H 0.02 0.42 0.50
N -1.89 -2.11 -0.81
C -0.61 -2.28 0.08
O 0.55 -2.10 -0.53
H -2.30 -3.05 -0.74
H -1.56 -2.12 -1.77
H -0.67 -3.29 0.56
H -0.88 -1.58 0.90
```

As for the total charge: -1. As for the LUMO energy: 3.18 eV. The HOMO energy comes out at -2.6 eV.



Run Q
Entry from the Open Molecules 2025 dataset: 2 unconnected molecules or ions with the total composition C3H10NOS (ωB97M-V with the def2-TZVPD basis set).

XYZ file:
```
16
Properties=species:S:1:pos:R:3
C -0.77 -0.50 0.29
C -1.66 -0.18 -0.91
S -0.96 1.01 -2.08
C -0.08 0.58 1.16
N 1.31 0.15 1.49
H 0.09 -1.22 -0.02
H -1.51 -1.12 1.04
H -2.67 0.17 -0.64
H -1.80 -1.09 -1.63
H -0.70 0.62 2.10
H -0.03 1.41 0.54
H 1.87 0.96 1.56
H 1.37 -0.35 2.31
H 1.62 0.05 -2.44
H 1.74 -0.02 -0.95
O 2.17 -0.46 -1.83
```

As for the total charge: -1. As for the LUMO energy: 3.87 eV. The HOMO energy comes out at -2.5 eV.



Run R
Entry from the Open Molecules 2025 dataset: 2 unconnected molecules or ions with the total composition C3H10NOS (ωB97M-V with the def2-TZVPD basis set).

XYZ file:
```
16
Properties=species:S:1:pos:R:3
C -1.45 -1.85 0.85
N -1.58 -0.52 0.02
C -0.14 0.06 -0.14
C -0.17 1.65 0.01
S 1.60 2.36 -0.15
H -0.72 -2.41 0.22
H -2.37 -2.55 0.91
H -1.11 -1.55 1.84
H -2.10 0.05 0.78
H 0.32 -0.35 0.71
H 0.27 -0.05 -1.09
H -0.42 1.94 1.01
H -0.81 2.10 -0.74
H 3.24 0.46 -2.07
H 2.57 0.77 -0.83
O 2.87 -0.10 -1.32
```

As for the total charge: -1. As for the LUMO energy: 3.74 eV. The HOMO energy comes out at -3.0 eV.



Most stable structure, least stable structure: run Q, run P.



Run P
Entry from the Open Molecules 2025 dataset: 2 unconnected molecules or ions with the total composition C3H10NOS (ωB97M-V with the def2-TZVPD basis set).

XYZ file:
```
16
Properties=species:S:1:pos:R:3
C 1.08 0.47 0.80
C 1.86 1.51 0.00
S 3.55 1.81 0.73
H 0.04 0.80 0.76
H 1.11 -0.59 0.55
H 1.33 0.49 1.86
H 1.38 2.48 0.11
H 2.00 1.28 -1.05
H 3.58 0.66 1.35
N -3.23 -1.11 -0.65
C -1.67 -1.20 -0.87
O -1.03 -1.67 0.17
H -3.29 -1.20 0.36
H -3.66 -1.83 -1.18
H -1.44 -0.12 -1.09
H -1.60 -1.75 -1.83
```

As for the total charge: -1. As for the LUMO energy: 3.05 eV. The HOMO energy comes out at -2.7 eV.



Run Q
Entry from the Open Molecules 2025 dataset: 2 unconnected molecules or ions with the total composition C3H10NOS (ωB97M-V with the def2-TZVPD basis set).

XYZ file:
```
16
Properties=species:S:1:pos:R:3
C 1.66 -1.04 -1.55
C 1.00 -1.15 -0.20
S -0.68 -1.82 -0.42
H 1.07 -0.34 -2.14
H 1.67 -1.93 -2.19
H 2.60 -0.48 -1.49
H 1.55 -1.80 0.47
H 1.00 -0.15 0.27
H -1.27 -1.27 0.64
N -1.61 1.72 1.27
C -0.47 2.20 0.37
O 0.73 1.76 0.67
H -1.41 0.75 1.47
H -1.43 2.16 2.17
H -0.86 1.87 -0.63
H -0.61 3.30 0.41
```

As for the total charge: -1. As for the LUMO energy: 3.45 eV. The HOMO energy comes out at -2.8 eV.



Most stable structure, least stable structure: run Q, run P.



Run P
Entry from the Open Molecules 2025 dataset: a single C3H9NO3 molecule (ωB97M-V with the def2-TZVPD basis set).

XYZ file:
```
16
Properties=species:S:1:pos:R:3
C -0.11 0.40 -0.03
C 2.61 -0.75 -0.07
C -2.28 1.35 0.24
N 0.24 -0.95 -0.47
O 1.38 -1.24 0.47
O -1.38 0.76 -0.68
O -0.86 -1.79 -0.05
H -1.27 -2.00 -0.91
H -0.19 0.47 1.06
H 0.62 1.12 -0.41
H 3.39 -1.50 0.10
H 2.87 0.16 0.47
H 2.55 -0.54 -1.14
H -3.18 1.65 -0.30
H -1.83 2.23 0.70
H -2.56 0.62 1.01
```

The SMILES is COCN(O)OC. As for the LUMO energy: 0.97 eV. The HOMO energy comes out at -9.6 eV.



Run Q
Entry from the Open Molecules 2025 dataset: 2 unconnected molecules or ions with the total composition C3H9NO3 (ωB97M-V with the def2-TZVPD basis set).

XYZ file:
```
16
Properties=species:S:1:pos:R:3
O 2.66 1.13 0.63
C 1.51 0.77 0.84
N 0.57 0.84 -0.16
C -0.77 0.30 -0.05
O -0.84 -1.09 -0.17
C 1.09 0.44 2.25
H 0.99 0.76 -1.07
H -1.13 0.60 0.95
H -1.46 0.85 -0.69
H -0.73 -1.53 0.68
H 0.90 1.39 2.74
H 0.17 -0.15 2.37
H 1.95 -0.01 2.74
H -2.08 -1.50 -4.33
H -0.93 -1.42 -3.34
O -1.90 -1.38 -3.39
```

The SMILES is CC(=O)NCO.O. As for the LUMO energy: 0.63 eV. The HOMO energy comes out at -9.9 eV.



Run R
Entry from the Open Molecules 2025 dataset: 2 unconnected molecules or ions with the total composition C3H9NO3 (ωB97M-V with the def2-TZVPD basis set).

XYZ file:
```
16
Properties=species:S:1:pos:R:3
O -0.23 0.10 1.42
C 0.83 0.42 0.93
O 2.02 0.59 1.53
C 0.85 0.84 -0.57
C 0.32 -0.41 -1.34
N 0.08 2.13 -0.68
H 1.95 0.09 2.43
H 2.00 1.14 -0.76
H 0.89 -1.24 -1.01
H -0.73 -0.44 -1.34
H 0.51 -0.34 -2.40
H 0.16 2.70 -1.46
H -0.92 1.94 -0.69
H -2.01 -2.06 1.28
H -3.17 -2.75 0.97
O -2.56 -2.73 1.68
```

The SMILES is C[C@@H](N)C(=O)O.O. As for the LUMO energy: 0.65 eV. The HOMO energy comes out at -9.7 eV.



Most stable structure, least stable structure: run Q, run P.



Run P
Entry from the Open Molecules 2025 dataset: 2 unconnected molecules or ions with the total composition C3H9NO3 (ωB97M-V with the def2-TZVPD basis set).

XYZ file:
```
16
Properties=species:S:1:pos:R:3
C 0.50 1.26 0.14
N 0.83 -0.13 0.38
C 0.68 -1.08 -0.55
O 1.37 -2.19 -0.24
O -0.01 -0.98 -1.55
C 0.15 1.97 1.47
H -0.28 1.36 -0.60
H 1.40 1.77 -0.22
H 1.30 -0.32 1.25
H 1.04 -2.91 -0.79
H -0.81 2.48 1.41
H 0.02 1.23 2.26
H 0.92 2.70 1.72
H -2.58 -1.98 -0.86
H -1.90 -1.28 -2.00
O -2.61 -1.92 -1.83
```

The SMILES is CCNC(=O)O.O. As for the LUMO energy: 0.58 eV. The HOMO energy comes out at -10.2 eV.



Run Q
Entry from the Open Molecules 2025 dataset: 2 unconnected molecules or ions with the total composition C3H9NO3 (ωB97M-V with the def2-TZVPD basis set).

XYZ file:
```
16
Properties=species:S:1:pos:R:3
C -0.16 0.57 -0.12
C -1.15 1.08 0.95
O -0.67 2.26 1.64
C -0.55 -0.86 -0.36
N -0.02 -1.85 0.44
O -1.39 -1.14 -1.19
H 0.86 0.77 0.20
H -0.27 1.12 -1.05
H -2.11 1.30 0.50
H -1.27 0.36 1.76
H -0.77 3.00 1.04
H -0.62 -2.66 0.40
H 0.52 -1.66 1.24
H 3.11 -0.71 -2.14
H 3.71 0.41 -1.25
O 3.08 -0.32 -1.28
```

The SMILES is NC(=O)CCO.O. As for the LUMO energy: 0.70 eV. The HOMO energy comes out at -9.7 eV.



Most stable structure, least stable structure: run P, run Q.



Run P
Entry from the Open Molecules 2025 dataset: a molecular structure, C3H9NO3 (ωB97M-V with the def2-TZVPD basis set).

XYZ file:
```
16
Properties=species:S:1:pos:R:3
C 0.52 -0.10 -0.47
C 1.01 1.85 0.19
C -0.82 -2.42 0.20
N -0.57 0.65 -0.17
O -0.59 -1.55 -0.86
O -1.14 1.13 -1.34
O 1.42 1.65 1.49
H -2.08 1.16 -1.12
H 0.64 1.68 2.07
H 0.98 -0.07 -1.46
H 1.03 -0.56 0.37
H 0.38 2.72 0.04
H 1.88 1.91 -0.46
H -0.41 -3.41 -0.02
H -0.35 -2.10 1.15
H -1.90 -2.55 0.39
```

As for the LUMO energy (spin up / spin down): 0.50 / 0.50 eV. The HOMO energy (spin up / spin down) comes out at -8.0 / -8.0 eV.



Run Q
Entry from the Open Molecules 2025 dataset: 2 unconnected molecules or ions with the total composition C3H9NO3 (ωB97M-V with the def2-TZVPD basis set).

XYZ file:
```
16
Properties=species:S:1:pos:R:3
O 0.68 -2.49 -1.54
C 0.42 -1.66 -0.69
C -0.75 -0.63 -0.80
N -1.36 -0.45 0.53
C -0.57 0.30 1.52
O -1.44 1.51 1.56
H 1.07 -1.70 0.27
H -1.53 -0.93 -1.49
H -0.36 0.38 -1.03
H -2.27 0.05 0.40
H -0.60 -0.15 2.55
H 0.44 0.58 1.19
H -0.87 2.35 1.71
H 2.98 0.67 -1.81
H 2.05 1.10 -0.71
O 2.08 1.06 -1.64
```

The SMILES is O=CCNCO.O. As for the LUMO energy: 0.35 eV. The HOMO energy comes out at -9.0 eV.



Run R
Entry from the Open Molecules 2025 dataset: 2 unconnected molecules or ions with the total composition C3H9NO3 (ωB97M-V with the def2-TZVPD basis set).

XYZ file:
```
16
Properties=species:S:1:pos:R:3
C 1.07 1.11 0.07
C -0.27 1.31 0.78
O -1.14 2.02 -0.09
C 1.78 -0.17 0.47
N 1.09 -1.32 0.20
O 2.86 -0.17 1.01
H 0.99 1.25 -1.00
H 1.74 1.87 0.49
H -0.14 1.87 1.72
H -0.74 0.38 1.12
H -2.05 1.81 0.14
H 1.58 -2.20 0.26
H 0.10 -1.43 0.05
H -2.38 -1.64 -2.36
H -2.18 -2.83 -1.42
O -2.32 -1.87 -1.43
```

The SMILES is NC(=O)CCO.O. As for the LUMO energy: 0.42 eV. The HOMO energy comes out at -9.7 eV.



Most stable structure, least stable structure: run R, run P.



Run P
Entry from the Open Molecules 2025 dataset: 2 unconnected molecules or ions with the total composition C3H9NO3 (ωB97M-V with the def2-TZVPD basis set).

XYZ file:
```
16
Properties=species:S:1:pos:R:3
C 0.96 0.28 -0.94
N 0.62 0.12 0.44
C -0.52 -0.42 0.97
O -0.98 0.26 2.03
O -1.09 -1.39 0.53
C 2.48 0.48 -1.05
H 0.74 -0.68 -1.40
H 0.52 1.15 -1.42
H 1.23 0.47 1.16
H -1.95 0.32 1.98
H 2.75 1.12 -0.22
H 2.73 0.81 -2.05
H 3.03 -0.45 -0.89
H -4.07 -0.45 -0.22
H -2.80 -1.02 0.45
O -3.66 -0.59 0.63
```

The SMILES is CCNC(=O)O.O. As for the LUMO energy: 0.77 eV. The HOMO energy comes out at -9.9 eV.



Run Q
Entry from the Open Molecules 2025 dataset: 2 unconnected molecules or ions with the total composition C3H9NO3 (ωB97M-V with the def2-TZVPD basis set).

XYZ file:
```
16
Properties=species:S:1:pos:R:3
C -1.20 0.64 0.08
N 0.10 0.07 0.28
C 0.49 -1.15 -0.15
O 1.66 -1.50 0.45
O -0.06 -1.86 -0.96
C -1.99 0.73 1.39
H -1.76 0.08 -0.65
H -1.11 1.65 -0.32
H 0.73 0.48 0.92
H 1.86 -2.36 0.21
H -2.07 1.75 1.79
H -3.02 0.36 1.46
H -1.50 0.20 2.21
H 2.58 1.09 -2.20
H 2.31 -0.43 -2.31
O 2.99 0.23 -2.21
```

The SMILES is CCNC(=O)O.O. As for the LUMO energy: 0.69 eV. The HOMO energy comes out at -10.1 eV.



Most stable structure, least stable structure: run Q, run P.



Run P
Entry from the Open Molecules 2025 dataset: a single C5H8 molecule (ωB97M-V with the def2-TZVPD basis set).

XYZ file:
```
13
Properties=species:S:1:pos:R:3
C 0.37 0.96 -0.53
C -1.05 0.38 -0.48
C -1.00 -0.94 0.21
C 0.25 -1.17 0.63
C 1.20 -0.03 0.42
H 0.74 0.98 -1.58
H 0.41 1.97 -0.18
H -1.43 0.32 -1.50
H -1.80 0.99 -0.05
H -1.86 -1.57 0.49
H 0.53 -2.03 1.21
H 2.21 -0.33 0.01
H 1.44 0.47 1.37
```

The SMILES is C1=CCCC1. As for the LUMO energy: 1.26 eV. The HOMO energy comes out at -8.9 eV.



Run Q
Entry from the Open Molecules 2025 dataset: a single C5H8 molecule (ωB97M-V with the def2-TZVPD basis set).

XYZ file:
```
13
Properties=species:S:1:pos:R:3
C 0.23 -0.75 1.12
C -1.61 -0.04 -0.52
C -0.57 0.74 -0.98
C 0.67 0.82 -0.36
C 1.34 -0.37 0.26
H -0.27 -1.70 1.03
H 0.04 -0.17 2.01
H -2.39 -0.39 -1.19
H -1.84 -0.07 0.53
H -0.71 1.32 -1.90
H 1.23 1.76 -0.38
H 1.66 -1.13 -0.46
H 2.22 -0.03 0.83
```

As for the LUMO energy (spin up / spin down): 0.54 / 0.24 eV. The HOMO energy (spin up / spin down) comes out at -7.4 / -7.6 eV.



Most stable structure, least stable structure: run P, run Q.